A molecular structure, C10H15O10Pb. Source: the Open Molecules 2025 dataset; level of theory: ωB97M-V with the def2-TZVPD basis set.

Computed properties:
* relative energy (zero: lowest compared OMol25 entry of this formula, charge and spin): 178.34 kcal/mol
* multiplicity: 1
* HOMO: -0.11 eV
* net charge: -3
* Kohn-Sham gap: 3.0 eV

Positions of all 36 atoms, in Å:
Pb (6.2526, -12.4494, 1.1773)
C (11.8730, -11.3572, -1.4619)
C (10.4292, -11.4064, -0.8410)
O (10.1493, -10.7419, 0.1804)
O (9.6006, -12.1595, -1.3291)
H (11.9415, -11.7841, -2.4625)
H (12.3885, -12.0550, -0.8020)
H (12.2295, -10.3324, -1.3588)
C (2.9684, -17.5901, 1.1784)
C (3.9995, -16.5278, 1.5842)
O (5.1439, -16.6252, 1.1091)
O (3.7517, -15.5716, 2.3169)
H (3.3351, -18.5662, 1.4961)
H (2.7367, -17.5213, 0.1155)
H (2.0692, -17.4846, 1.7854)
C (6.6717, -12.9930, 7.4148)
C (6.8161, -12.5634, 5.9706)
O (7.6054, -13.1146, 5.2125)
O (6.0743, -11.6877, 5.4726)
H (5.6242, -13.2835, 7.4940)
H (6.7940, -12.1773, 8.1273)
H (7.3712, -13.8018, 7.6261)
C (1.8343, -14.9260, -3.1950)
C (2.2407, -13.7224, -2.3851)
O (1.3626, -12.8630, -2.1238)
O (3.4426, -13.4912, -2.0548)
H (0.9992, -15.5003, -2.7940)
H (2.6502, -15.6410, -3.3008)
H (1.5225, -14.4961, -4.1468)
C (4.0571, -6.0916, -0.0898)
C (3.5983, -7.4757, 0.2624)
O (2.4340, -7.8151, -0.0038)
O (4.3708, -8.3864, 0.5823)
H (4.6549, -6.0930, -1.0012)
H (4.5080, -5.6709, 0.8090)
H (3.2520, -5.3570, -0.1068)

---

3 unconnected molecules or ions with the total composition C5H15N3O. Source: the Open Molecules 2025 dataset; level of theory: ωB97M-V with the def2-TZVPD basis set.

Computed properties:
* relative energy (zero: lowest compared OMol25 entry of this formula, charge and spin): 28.35 kcal/mol
* multiplicity: 1
* SMILES: [H]/N=C/C.NC=O.CNC
* HOMO: -8.34 eV
* Kohn-Sham gap: 9.2 eV

Positions of all 24 atoms, in Å:
H (0.8386, 2.5250, 0.7905)
N (1.1739, 1.7599, 0.2105)
C (0.8792, 1.8363, -1.0065)
C (1.3111, 0.7764, -1.9583)
H (0.3275, 2.6702, -1.4601)
H (1.6430, -0.1021, -1.4168)
H (2.1365, 1.1550, -2.5614)
H (0.5012, 0.5218, -2.6303)
N (-2.0548, 0.2339, -1.9399)
C (-1.8101, 0.4704, -0.6320)
O (-2.1599, 1.4696, -0.0511)
H (-2.6369, 0.8807, -2.4533)
H (-1.8578, -0.6596, -2.3537)
H (-1.2228, -0.3305, -0.1575)
C (0.9951, -2.1313, 1.1915)
N (0.2490, -0.8942, 1.2111)
C (-0.5201, -0.7059, 2.4237)
H (1.6891, -2.2464, 2.0395)
H (1.5683, -2.1897, 0.2673)
H (0.2920, -2.9672, 1.2180)
H (0.8664, -0.0949, 1.0695)
H (0.0940, -0.7091, 3.3374)
H (-1.0486, 0.2426, 2.3559)
H (-1.2539, -1.5107, 2.5057)

---

C12H12O2 in the gas phase. Source: the Open Molecules 2025 dataset; level of theory: ωB97M-V with the def2-TZVPD basis set.

Computed properties:
* multiplicity: 3
* HOMO (alpha / beta): -6.27 / -9.09 eV
* Kohn-Sham gap (alpha / beta): 7.1 / 7.5 eV
* <S²>: 2.020

Positions of all 26 atoms, in Å:
C (3.2035, -0.6267, -0.0110)
C (3.1834, 0.7427, 0.1526)
C (2.0111, -1.3099, -0.0390)
C (2.0932, 1.5247, 0.3728)
C (0.8572, -0.5183, 0.1314)
C (0.8999, 0.8737, 0.2771)
C (-2.2340, 0.1307, 0.5594)
C (-1.1947, -0.6902, 1.5225)
C (-0.4648, -1.0521, 0.2996)
C (-1.4649, 1.1165, -0.1341)
C (-1.0723, -2.0853, -0.6034)
C (-2.0673, 2.0196, -1.1830)
O (-3.3222, -0.2770, 0.2170)
O (-0.2650, 1.6142, 0.2286)
H (4.1455, -1.0917, -0.1545)
H (4.1661, 1.1801, 0.4107)
H (2.1295, -2.3353, 0.0167)
H (2.2444, 2.6166, 0.4275)
H (-0.5753, -0.1347, 2.2934)
H (-1.7676, -1.5288, 2.0793)
H (-0.2641, -2.5420, -1.3085)
H (-1.9140, -1.6655, -1.1860)
H (-1.5593, -2.7964, 0.0860)
H (-1.6723, 1.7908, -2.0889)
H (-1.8561, 3.0705, -0.9844)
H (-3.2396, 1.9738, -1.3817)

---

A molecular structure, C19H23Cl2F6O5PSTc. Source: the Open Molecules 2025 dataset; level of theory: ωB97M-V with the def2-TZVPD basis set.

Computed properties:
* relative energy (zero: lowest compared OMol25 entry of this formula, charge and spin): 10.07 kcal/mol
* multiplicity: 1
* HOMO (alpha / beta): -12.30 / -12.29 eV
* net charge: +1
* Kohn-Sham gap (alpha / beta): 6.5 / 6.5 eV

Positions of all 58 atoms, in Å:
Tc (0.4947, -0.0754, 0.3218)
C (-1.1340, 1.0238, 2.7505)
C (0.3745, 0.8979, 2.6448)
C (0.7218, -0.4711, 2.5639)
C (-0.4930, -1.1388, 2.3391)
C (-1.6372, -0.1701, 2.5127)
C (-3.0682, -0.5592, 2.4105)
C (-0.6785, -2.6017, 2.2964)
C (2.0159, -1.1040, 2.9919)
C (1.3111, 2.0140, 2.8672)
C (-1.8982, 2.2790, 3.0289)
H (-3.3630, -1.1856, 3.2588)
H (-3.2417, -1.1507, 1.5071)
H (-3.7170, 0.3135, 2.3890)
H (-0.8585, -2.9469, 3.3220)
H (0.2014, -3.1215, 1.9163)
H (-1.5426, -2.8699, 1.6877)
H (1.9979, -1.2456, 4.0734)
H (2.8754, -0.4863, 2.7423)
H (2.1613, -2.0807, 2.5298)
H (2.3308, 1.7573, 2.5861)
H (1.2920, 2.2686, 3.9332)
H (0.9936, 2.9018, 2.3142)
H (-2.5262, 2.1498, 3.9115)
H (-2.5579, 2.5183, 2.1986)
H (-1.2475, 3.1356, 3.1866)
F (-1.1714, 1.1784, 0.1169)
P (-0.6840, 2.6396, -0.8230)
F (-2.1911, 2.8666, -1.1958)
F (-0.4930, 1.6483, -2.0419)
F (-0.8686, 3.4647, 0.5207)
F (-0.0472, 3.8409, -1.5770)
F (0.7811, 2.1064, -0.1847)
Cl (-2.8530, -1.6594, -3.6499)
C (-2.5188, -1.4340, -1.9541)
Cl (-3.4659, -2.5590, -0.9398)
C (-1.0323, -1.6457, -1.6485)
O (-0.2311, -2.0503, -2.4199)
O (-0.7878, -1.3471, -0.3308)
H (-2.7983, -0.4234, -1.6747)
C (4.6171, 5.9162, -1.6207)
C (4.1529, 4.4883, -1.5291)
C (4.4999, 3.7087, -0.4210)
C (4.0549, 2.4075, -0.2976)
C (3.2550, 1.8858, -1.3133)
C (2.9076, 2.6245, -2.4351)
C (3.3666, 3.9245, -2.5305)
S (2.6737, 0.2589, -1.1698)
O (3.5807, -0.6864, -1.6916)
O (2.3971, 0.0402, 0.3872)
O (1.2446, 0.1528, -1.6031)
H (4.4198, 6.4410, -0.6849)
H (4.1169, 6.4480, -2.4282)
H (5.6936, 5.9589, -1.7976)
H (5.1249, 4.1353, 0.3549)
H (4.3263, 1.8064, 0.5621)
H (2.2794, 2.1958, -3.2083)
H (3.0940, 4.5151, -3.3958)

---

2 unconnected molecules or ions with the total composition C5H10NO. Source: the Open Molecules 2025 dataset; level of theory: ωB97M-V with the def2-TZVPD basis set.

Computed properties:
* relative energy (zero: lowest compared OMol25 entry of this formula, charge and spin): 115.69 kcal/mol
* multiplicity: 1
* HOMO: -15.61 eV
* net charge: +1
* Kohn-Sham gap: 10.5 eV

Positions of all 17 atoms, in Å:
C (-1.7221, -1.2783, 0.4803)
C (-2.6614, -0.4324, 0.6467)
C (3.2780, -0.3138, 0.0840)
C (-1.3865, 0.4927, -1.3134)
C (-0.4230, 0.7927, 0.9152)
N (-1.4110, 0.1008, 0.0760)
O (0.3662, 1.6176, 0.6000)
H (-1.3594, -2.2476, 0.2173)
H (-3.5297, 0.0790, 1.0205)
H (2.5351, 0.2078, -0.4630)
H (3.2859, -1.3576, 0.0024)
H (3.2950, 0.0332, 1.1215)
H (-1.1450, 1.6101, -1.2807)
H (-0.6218, 0.0705, -1.9004)
H (-2.3782, 0.3069, -1.7668)
H (-0.3485, 0.2523, 1.9158)
H (4.2264, 0.0662, -0.3554)

---

A molecular structure, C41H40F10GeNO2PPdSi. Source: the Open Molecules 2025 dataset; level of theory: ωB97M-V with the def2-TZVPD basis set.

Computed properties:
* multiplicity: 3
* HOMO (alpha / beta): 0.27 / -1.83 eV
* net charge: -2
* Kohn-Sham gap (alpha / beta): 3.9 / 5.2 eV
* <S²>: 2.065

Positions of all 98 atoms, in Å:
Pd (-0.0140, -0.4542, -0.2206)
C (3.5390, 1.1891, -1.6658)
Si (2.8029, -0.5823, -1.6230)
C (4.3231, -1.7130, -1.6884)
C (1.6167, -0.4300, -3.1791)
N (2.1531, -0.7508, -0.0312)
C (2.8017, -0.9891, 1.1299)
C (4.0436, -0.3870, 1.3018)
C (4.8251, -0.6257, 2.4086)
C (4.4327, -1.4495, 3.4461)
C (3.1157, -2.0202, 3.3324)
C (2.3542, -1.8392, 2.1635)
F (1.0871, -2.3084, 2.1530)
H (4.6419, 1.1334, -1.6124)
H (3.1733, 1.9026, -0.8517)
H (3.2451, 1.6935, -2.6359)
H (4.4494, -2.1842, -2.6768)
H (4.3500, -2.4571, -0.8848)
H (5.2477, -1.1534, -1.5469)
H (2.2338, -0.8243, -3.9727)
H (1.3433, 0.5941, -3.4089)
H (0.6647, -0.9859, -3.1304)
H (4.4824, 0.1412, 0.4276)
H (5.8383, -0.2413, 2.4674)
H (5.0928, -1.5976, 4.3012)
H (2.6440, -2.5840, 4.1388)
F (1.6493, 6.5413, -3.7633)
C (1.5791, 6.7107, -2.4306)
F (2.6651, 7.4695, -2.0747)
F (0.4960, 7.5575, -2.2170)
C (1.3909, 5.4379, -1.7628)
C (1.1461, 4.3044, -2.5627)
C (0.6139, 3.1876, -1.9413)
C (0.4986, 3.1349, -0.5343)
C (1.1386, 4.1431, 0.2527)
C (1.6313, 5.2753, -0.3919)
P (-0.4013, 1.7599, 0.0334)
C (-0.6296, 1.8650, 1.8190)
C (-1.9154, 2.0587, 2.3897)
C (-2.0594, 2.0626, 3.7616)
C (-0.9848, 1.9085, 4.6185)
C (0.3183, 1.7032, 4.0854)
C (0.4586, 1.6592, 2.6998)
C (-1.1533, 1.9285, 6.1470)
F (-2.4444, 1.9091, 6.5381)
F (-0.5787, 0.8054, 6.6984)
F (-0.5986, 3.0449, 6.7770)
C (-1.9418, 2.0489, -0.7556)
C (-2.4770, 0.8371, -1.4792)
C (-3.9157, 1.1081, -1.8375)
C (-4.4702, 2.3691, -1.7442)
C (-3.8320, 3.5031, -1.1894)
C (-2.4846, 3.3371, -0.7894)
C (-5.8520, 2.6387, -2.2985)
F (-5.8370, 3.2207, -3.5494)
F (-6.5776, 3.5265, -1.4757)
F (-6.6713, 1.5800, -2.3940)
H (1.1583, 4.3939, -3.6146)
H (0.2795, 2.3256, -2.5230)
H (1.3351, 3.9658, 1.2982)
H (2.0620, 6.0723, 0.1840)
H (-2.7597, 2.3083, 1.7418)
H (-3.0614, 2.2739, 4.1712)
H (1.2168, 1.5590, 4.6452)
H (1.4765, 1.4732, 2.3320)
H (-1.9002, 0.6953, -2.3936)
H (-4.5217, 0.2646, -2.1930)
H (-4.3527, 4.4349, -1.1905)
H (-1.9397, 4.1612, -0.3552)
C (-2.6049, -2.9280, 1.0277)
Ge (-3.0786, -2.0707, -0.6417)
C (-2.5971, -3.1534, -2.2197)
C (-5.0281, -1.7261, -0.5655)
C (-2.0859, -0.3249, -0.5020)
H (-3.1267, -3.9005, 0.9959)
H (-2.9030, -2.3330, 1.8748)
H (-1.5411, -3.1213, 1.1450)
H (-3.4479, -3.8094, -2.5184)
H (-1.7123, -3.7962, -2.1057)
H (-2.3162, -2.4652, -3.0334)
H (-5.3912, -2.7104, -0.2216)
H (-5.5192, -1.4704, -1.4630)
H (-5.3583, -0.9698, 0.1665)
H (-2.2053, 0.0164, 0.5308)
O (1.8892, -2.9728, -1.8613)
C (1.0182, -3.3471, -1.0442)
O (0.1443, -2.6000, -0.4550)
C (1.0977, -4.8128, -0.4998)
C (0.0100, -5.4651, 0.1136)
C (0.1173, -6.8030, 0.4473)
C (1.3118, -7.5127, 0.2745)
C (2.4300, -6.7946, -0.1991)
C (2.3312, -5.4979, -0.6315)
H (-0.9095, -4.9288, 0.2492)
H (-0.7492, -7.3268, 0.8580)
H (1.3838, -8.5369, 0.6111)
H (3.3784, -7.2810, -0.2551)
H (3.2213, -4.9985, -0.9508)

---

Number 1: largest force on an atom 3.6 eV/Å. Number 2: largest force on an atom 0.8 eV/Å. Number 3: largest force on an atom 4.2 eV/Å. Number 4: largest force on an atom 1.3 eV/Å. Number 5: largest force on an atom 3.5 eV/Å. Number 6: largest force on an atom 2.5 eV/Å.